(1)
Formula: C4H5ClNOS
Source: the Open Molecules 2025 dataset
Level of theory: ωB97M-V/def2-TZVPD

Each line ends with the natural charge from an NBO analysis.
CARTESIAN COORDINATES (ANGSTROEM)
C -0.28 -3.16 -0.03  -0.439
C -0.55 -3.26 -1.26  -0.174
C 0.16 1.58 0.71  -0.028
C 0.11 2.78 -0.17  -0.641
N 0.19 0.51 0.09  -0.118
O 0.41 -0.60 0.88  -0.624
S -0.35 -2.83 -2.79  -0.274
Cl -0.46 -3.88 1.54  -0.034
H 0.26 -1.50 0.31  0.508
H 0.20 1.35 1.80  0.178
H 0.92 3.51 0.20  0.200
H -0.82 3.17 -0.12  0.200
H 0.20 2.33 -1.16  0.247

* HOMO energy: -3.25 eV
* charge: -1
* orbital gap: 6.75 eV
* lowest unoccupied orbital energy: 3.504 eV

***

(2)
Formula: C15H25ClINO2PYb
Source: the Open Molecules 2025 dataset
Level of theory: ωB97M-V/def2-TZVPD

Each line ends with the Löwdin spin population.
CARTESIAN COORDINATES (ANGSTROEM)
C -2.76 1.70 -4.87  0.000
C -1.90 1.53 -3.66  0.000
H -3.49 0.89 -4.98  0.000
H -2.12 1.72 -5.76  0.000
H -3.27 2.68 -4.82  0.000
O -2.08 0.73 -2.73  0.000
I -0.19 2.92 -3.64  0.001
Yb -0.80 1.49 -0.90  0.012
P 1.21 -0.83 -1.74  0.138
C 1.58 -2.61 -1.99  -0.005
C 1.01 -0.45 -3.51  0.030
H 3.00 0.77 -1.44  0.000
H 3.59 -0.62 -2.44  0.005
H 3.41 -0.78 -0.67  0.000
C 2.99 -0.32 -1.57  0.033
H 1.00 0.63 -3.71  0.000
H 1.90 -0.90 -3.96  0.005
H 2.28 -2.74 -2.84  0.001
H 0.67 -3.18 -2.20  0.000
H 0.11 -0.90 -3.94  0.000
H 2.04 -3.04 -1.09  0.000
C -0.60 -1.53 0.03  0.382
O -0.63 -2.70 0.21  0.186
Cl 1.48 2.14 -0.03  0.013
C -0.19 -1.03 4.29  0.001
N 0.87 -0.15 3.71  0.001
C 2.23 -0.48 4.25  0.000
C 0.79 -0.13 2.20  0.004
C -0.59 0.30 1.75  0.039
C -1.13 1.46 2.29  -0.001
C -2.41 1.87 1.92  0.041
C -3.11 1.21 0.91  -0.003
C -2.56 0.05 0.33  0.029
C -1.30 -0.40 0.76  0.084
H -0.07 -2.03 3.89  0.000
H -1.18 -0.64 4.06  0.000
H -0.06 -1.06 5.37  0.000
H 0.67 0.82 4.01  0.000
H 2.53 -1.47 3.90  0.000
H 2.94 0.28 3.89  0.000
H 2.16 -0.46 5.35  0.000
H 1.53 0.60 1.82  0.001
H 1.08 -1.12 1.84  0.000
H -0.54 2.07 2.98  0.000
H -2.85 2.71 2.47  0.002
H -4.12 1.53 0.65  -0.001
H -3.12 -0.55 -0.39  0.002

* HOMO energy (alpha / beta): -12.62 / -14.20 eV
* spin multiplicity: 2
* charge: +2
* orbital gap (alpha / beta): 6.39 / 7.70 eV
* lowest unoccupied orbital energy (alpha / beta): -6.228 / -6.497 eV

***

(3)
Formula: C5H11NO
Source: the Open Molecules 2025 dataset
Level of theory: ωB97M-V/def2-TZVPD

Each line ends with the natural charge from an NBO analysis.
CARTESIAN COORDINATES (ANGSTROEM)
C 1.83 0.47 -1.21  -0.619
C 1.03 -0.45 -0.33  -0.069
C 1.27 -0.61 1.12  -0.253
N 0.12 0.13 0.64  -0.439
C -1.17 -0.51 0.80  -0.246
C -2.27 0.36 0.11  -0.065
O -1.73 1.38 -0.68  -0.720
H 1.21 0.83 -2.04  0.221
H 2.70 -0.05 -1.62  0.214
H 2.18 1.34 -0.64  0.214
H 0.64 -1.34 -0.84  0.190
H 2.05 -0.02 1.61  0.202
H 1.10 -1.59 1.57  0.193
H -1.17 -1.53 0.39  0.170
H -1.38 -0.59 1.87  0.197
H -2.89 -0.26 -0.54  0.173
H -2.94 0.77 0.88  0.153
H -0.92 1.66 -0.23  0.484

* HOMO energy: -9.45 eV
* SMILES string: C[C@H]1CN1CCO
* charge: 0
* orbital gap: 10.59 eV
* lowest unoccupied orbital energy: 1.145 eV

***

(4)
Formula: C4H10N2P
Source: the Open Molecules 2025 dataset
Level of theory: ωB97M-V/def2-TZVPD

Each line ends with the Löwdin spin population.
CARTESIAN COORDINATES (ANGSTROEM)
C 2.27 0.88 0.11  0.022
C 0.79 1.15 0.23  0.051
C 1.17 -1.16 0.07  0.058
C 2.51 -0.42 0.03  0.029
N -3.48 0.20 -0.87  0.323
N 0.18 -0.16 0.54  0.619
P -2.78 -0.04 0.56  0.774
H -2.73 -1.45 0.47  0.053
H 2.98 1.67 0.07  0.002
H 0.55 1.89 0.99  0.003
H 0.40 1.51 -0.73  0.020
H 0.90 -1.47 -0.94  0.020
H 1.18 -2.04 0.71  0.002
H 3.44 -0.94 -0.09  0.003
H -3.75 -0.51 -1.53  0.004
H 0.11 -0.25 1.56  0.015
H -3.73 1.13 -1.19  0.001

* HOMO energy (alpha / beta): -10.75 / -13.80 eV
* spin multiplicity: 3
* charge: +1
* orbital gap (alpha / beta): 8.05 / 5.47 eV
* lowest unoccupied orbital energy (alpha / beta): -2.708 / -8.332 eV

***

| no. | E_tot (eV) |
| --- | --- |
| 1 | -31121.377 |
| 2 | -82972.569 |
| 3 | -8899.548 |
| 4 | -16568.216 |